<P>
54
Properties=species:S:1:pos:R:3:lowdin_charge:R:1 method="wB97M-V/def2-TZVPD" homo_lumo_gap_ha=0.269 lumo_energy_ha=0.0097
C -3.456 -1.105 2.239 -0.01
C -2.720 -1.277 0.799 -0.30
C -3.517 -1.086 -0.356 -0.12
C -3.086 -1.368 -1.619 -0.14
C -1.775 -1.803 -1.898 0.03
C -1.042 -1.824 -0.573 -0.11
C -1.600 -1.652 0.828 -0.31
C -0.609 -1.547 1.725 -0.06
H 0.191 -0.853 1.604 0.10
H -1.062 -1.325 2.749 0.13
H -0.235 -2.367 2.017 0.03
N 0.254 -2.004 -0.837 0.10
C 1.143 -2.386 -1.959 -0.48
O 0.782 -1.971 -2.955 0.15
C 2.560 -2.622 -1.632 -0.04
N 3.177 -1.670 -0.548 0.06
C 3.200 -1.825 0.716 -0.51
O 2.594 -2.605 1.383 0.07
C 3.985 -0.397 1.301 -0.09
H 4.876 -0.761 1.714 0.11
H 3.301 -0.278 2.202 0.14
O 3.846 0.749 0.699 0.01
C 3.029 1.710 0.774 -0.32
O 2.188 1.675 1.804 -0.03
C 3.170 2.868 -0.563 -0.04
C 1.874 3.184 -0.746 -0.20
H 1.826 3.697 -1.549 0.03
H 1.270 3.714 0.078 0.16
S 0.790 1.654 -1.251 0.70
O 0.799 1.769 -2.717 -0.30
O 1.574 0.638 -0.902 -0.25
C -0.787 1.777 -0.750 -0.40
C -1.834 1.907 -1.421 -0.03
C -3.137 1.888 -0.887 0.01
C -3.266 2.044 0.516 -0.04
C -2.067 2.240 1.358 -0.02
C -0.830 1.880 0.581 -0.05
H 0.029 1.818 1.628 0.22
H -2.223 2.160 2.409 0.07
H -4.323 2.365 1.055 0.16
H -3.913 1.985 -1.329 0.01
H -1.866 1.873 -2.270 0.01
H 3.630 2.271 -1.146 0.06
H 3.685 3.380 0.155 0.11
H 3.388 -0.700 -1.183 0.24
H 3.278 -2.784 -2.451 0.13
H 2.639 -3.666 -0.920 0.19
H 0.965 -2.401 0.184 0.23
H -1.348 -1.678 -2.828 0.06
H -3.904 -1.185 -2.414 0.13
H -4.706 -0.930 -0.262 0.15
H -4.553 -0.906 1.998 0.08
H -2.902 -0.190 2.586 0.06
H -3.284 -2.079 2.861 0.11

---

<Q>
54
Properties=species:S:1:pos:R:3:lowdin_charge:R:1 method="wB97M-V/def2-TZVPD" homo_lumo_gap_ha=0.326 smiles="C=CCN(c1ccccc1)S(=O)(=O)c1cccc(C(=O)OCC(=O)NCCOC)c1" lumo_energy_ha=0.0044
C -3.847 -3.275 0.838 0.02
C -2.802 -3.051 1.610 -0.16
C -2.067 -1.747 1.724 -0.20
N -2.477 -0.811 0.702 -0.17
C -2.629 0.554 0.952 -0.28
C -1.995 1.205 2.009 -0.02
C -2.159 2.568 2.182 -0.08
C -2.937 3.302 1.305 -0.09
C -3.564 2.659 0.250 -0.07
C -3.418 1.297 0.075 -0.03
S -2.082 -1.210 -0.884 0.70
O -3.249 -1.222 -1.714 -0.28
O -1.275 -2.392 -0.839 -0.27
C -1.045 0.177 -1.371 -0.25
C -1.328 0.930 -2.494 -0.03
C -0.484 1.975 -2.842 -0.04
C 0.630 2.252 -2.069 0.01
C 0.898 1.493 -0.933 -0.10
C 2.127 1.724 -0.139 -0.44
O 3.143 2.215 -0.576 0.11
O 1.985 1.294 1.115 0.02
C 3.153 1.208 1.931 -0.04
C 3.832 -0.130 1.591 -0.47
O 3.676 -1.124 2.265 0.07
N 4.564 -0.077 0.462 0.08
C 4.908 -1.277 -0.262 -0.14
C 3.966 -1.447 -1.471 -0.20
O 2.604 -1.403 -1.137 -0.19
C 2.117 -2.549 -0.462 -0.08
C 0.055 0.444 -0.586 0.01
H -4.323 -4.240 0.809 0.06
H -4.252 -2.518 0.191 0.05
H -2.402 -3.829 2.246 0.10
H -0.988 -1.946 1.666 0.12
H -2.287 -1.308 2.702 0.13
H -1.363 0.658 2.690 0.11
H -1.663 3.059 3.006 0.10
H -3.055 4.366 1.443 0.10
H -4.178 3.221 -0.437 0.11
H -3.912 0.788 -0.736 0.11
H -2.200 0.683 -3.079 0.12
H -0.693 2.567 -3.719 0.11
H 1.304 3.053 -2.333 0.12
H 3.816 2.058 1.743 0.13
H 2.802 1.201 2.963 0.14
H 4.545 0.778 -0.082 0.12
H 4.807 -2.114 0.431 0.12
H 5.941 -1.219 -0.614 0.12
H 4.113 -0.612 -2.162 0.13
H 4.213 -2.387 -1.986 0.12
H 2.488 -3.464 -0.935 0.09
H 2.409 -2.547 0.594 0.08
H 1.030 -2.523 -0.547 0.06
H 0.273 -0.169 0.272 0.13

---

Which structure is the least stable? The one labeled <P>.